Density functional theory data (ωB97M-V with the def2-TZVPD basis set) for a cluster of 2 separate species, C3H10OS2 in total.

Summary:
Energy relative to the best compared isomer or geometry (same formula, charge and spin) ... 2.8 kcal per mole
Highest occupied orbital energy ... -9.0 eV
HOMO-LUMO gap ... 9.56 eV
Calculated total energy ... -991.90708 a.u.
Charge ... 0
SMILES ... CCCSS.O

Last column: Löwdin charge in e.
Positions of all 16 atoms, in Å:
C  -0.159  -1.983  -2.806  -0.1139
C  -0.426  -0.794  -1.879  -0.3319
C  0.746  -0.619  -0.912  -0.6292
S  0.389  0.535  0.405  0.4175
S  2.139  1.579  0.644  0.3052
H  0.882  -1.967  -3.132  0.0741
H  -0.801  -1.946  -3.684  0.0698
H  -0.332  -2.918  -2.299  0.0669
H  -0.458  0.110  -2.485  0.1017
H  -1.358  -0.911  -1.328  0.0977
H  1.048  -1.595  -0.518  0.0768
H  1.606  -0.265  -1.482  0.0631
H  2.780  0.672  1.402  -0.1975
O  -4.350  -0.652  3.054  -0.0650
H  -5.265  -0.428  3.252  0.0309
H  -3.971  0.101  2.583  0.0339

Force components x, y, z for each atom (eV/Å):
C -0.0776 0.4282 0.0823
C 0.5569 0.0102 -0.0942
C 0.3695 -0.7197 -0.6730
S -0.1590 0.3914 0.3408
S -0.0621 -0.2067 -0.0335
H -0.0128 -0.0146 -0.1263
H -0.0120 -0.0440 -0.0549
H -0.0403 -0.4097 0.1991
H -0.3794 0.1481 0.0745
H -0.1253 0.0327 -0.1191
H -0.1364 0.1100 0.2366
H 0.0028 0.1848 0.1087
H 0.0666 0.0894 0.0629
O 0.1135 0.0149 -0.0596
H 0.1224 0.1175 -0.0918
H -0.2267 -0.1327 0.1475

Density functional theory data (ωB97M-V with the def2-TZVPD basis set) for an isolated molecule of C6H11BrSi.

Summary:
Energy relative to the best compared isomer or geometry (same formula, charge and spin) ... 62.6 kcal per mole
Highest occupied orbital energy ... -9.2 eV
HOMO-LUMO gap ... 9.44 eV
Calculated total energy ... -3098.63425 a.u.
Charge ... 0
SMILES ... C#C[C@](C)(Br)[SiH](C)C

Last column: Löwdin charge in e.
Positions of all 19 atoms, in Å:
C  3.139  0.353  -0.230  0.1544
C  2.078  -0.226  -0.318  -0.3198
C  0.827  -0.718  -0.469  -0.8332
C  0.367  -1.953  0.241  -0.1827
Br  0.560  -1.180  -2.506  0.5795
Si  -0.424  0.883  -0.270  0.5244
C  -0.388  1.310  1.502  -0.2500
C  -2.132  0.431  -0.851  -0.2576
H  4.134  0.711  -0.029  0.0421
H  1.061  -2.839  -0.117  0.1135
H  0.567  -1.872  1.350  0.0994
H  -0.613  -2.356  0.047  0.0590
H  -0.180  2.105  -1.022  0.0028
H  0.650  1.624  1.894  0.0544
H  -1.092  2.259  1.592  0.0723
H  -0.709  0.428  2.140  0.0456
H  -2.322  0.260  -1.960  0.0433
H  -2.631  -0.427  -0.428  0.0125
H  -2.892  1.208  -0.565  0.0402

Force components x, y, z for each atom (eV/Å):
C -0.1015 -0.5142 0.4587
C 3.8686 1.3666 0.4105
C -4.8161 0.5392 -2.0529
C 2.7767 -2.4933 0.9189
Br 0.1977 0.2532 0.7382
Si -0.0132 -1.4856 -0.6429
C 0.0839 1.3279 1.9715
C -2.0028 0.1445 -1.1098
H -0.4899 -0.0231 -0.2654
H -1.1148 1.6289 0.7830
H -0.4029 0.0386 -1.0710
H -0.5425 0.6498 -0.1299
H 0.7867 0.1184 -0.3916
H -1.5536 -0.4170 -0.7600
H 1.2465 -2.0487 0.2433
H 0.0226 1.2758 -0.5796
H 0.8030 0.4657 1.1986
H 0.3301 -0.7441 0.5133
H 0.9217 -0.0823 -0.2329

Density functional theory data (ωB97M-V with the def2-TZVPD basis set) for an isolated molecule of C3H7Br2N3O2.

Summary:
Energy relative to the best compared isomer or geometry (same formula, charge and spin) ... 46.2 kcal per mole
Highest occupied orbital energy ... -9.5 eV
HOMO-LUMO gap ... 9.56 eV
Calculated total energy ... -5581.04764 a.u.
Charge ... 0
SMILES ... CN(Br)CCN(Br)[N+](=O)[O-]

Last column: Löwdin charge in e.
Positions of all 17 atoms, in Å:
C  1.717  2.328  0.291  -0.2069
N  0.433  1.641  0.052  -0.5450
Br  -0.059  2.237  -1.685  0.7644
C  0.507  0.227  0.009  -0.3525
C  -0.867  -0.452  -0.341  -0.2986
N  -0.827  -1.888  -0.173  -0.4600
Br  -0.558  -2.944  -1.658  0.8243
N  -1.759  -2.524  0.804  -0.4684
O  -2.173  -1.831  1.640  0.1332
O  -1.899  -3.685  0.582  0.0053
H  1.676  3.417  -0.143  0.0879
H  1.919  2.396  1.418  0.1074
H  2.434  1.715  -0.074  0.0212
H  1.268  -0.268  -0.674  0.1169
H  0.876  -0.342  0.966  0.1588
H  -1.527  0.040  0.255  0.0825
H  -1.161  -0.065  -1.270  0.0295

Force components x, y, z for each atom (eV/Å):
C -2.0864 2.9492 2.5957
N -0.1986 1.2144 -0.0885
Br -0.3453 0.0592 -0.3721
C 1.0561 -4.5031 0.5689
C 2.8280 0.2500 0.0982
N -0.4274 -0.0067 0.7030
Br 0.1108 0.3030 -0.2223
N 2.1763 -0.3207 -3.8081
O -1.0839 1.6214 2.2984
O -0.6867 -1.0463 0.7989
H 0.3047 -2.3596 0.8868
H -0.5550 -0.0382 -1.4206
H 2.8724 -1.3146 -1.6604
H -0.4476 1.1428 -0.0886
H -0.8938 1.9308 -0.8462
H -2.2978 0.6145 2.4446
H -0.3260 -0.4961 -1.8877